(w)
DFT (wB97M-V/def2-TZVPD) results for one molecule with the formula C19H24N2O6S.

The orbital gap comes out at 0.340 Ha. The SMILES is CCN(CC)S(=O)(=O)c1cccc(NC(=O)COC(=O)c2cc(C)oc2C)c1. Its HOMO energy is -8.7 eV.

Each line ends with the natural charge from an NBO analysis.
Element x y z (Å)
1 C 1.027 -4.572 5.505  -0.63
2 H 0.561 -3.944 6.257  0.20
3 H 1.949 -4.099 5.176  0.22
4 H 1.265 -5.535 5.952  0.21
5 C 0.116 -4.778 4.297  -0.21
6 N -0.151 -3.579 3.531  -0.69
7 S 1.154 -2.864 2.778  2.33
8 O 1.570 -1.655 3.432  -0.94
9 O 2.138 -3.887 2.569  -0.95
10 C 0.424 -2.447 1.195  -0.31
11 C -0.056 -1.172 0.974  -0.25
12 C -0.649 -0.878 -0.253  0.23
13 C -0.721 -1.870 -1.233  -0.24
14 C -0.228 -3.138 -0.990  -0.20
15 C 0.343 -3.438 0.237  -0.20
16 H 0.745 -4.412 0.460  0.24
17 H -0.289 -3.893 -1.759  0.22
18 H -1.165 -1.633 -2.189  0.22
19 N -1.172 0.376 -0.563  -0.64
20 C -1.385 1.424 0.269  0.65
21 O -1.195 1.439 1.462  -0.59
22 C -1.961 2.646 -0.472  -0.17
23 H -2.144 3.436 0.258  0.22
24 H -2.897 2.357 -0.966  0.21
25 O -1.066 3.204 -1.427  -0.50
26 C -1.036 2.668 -2.659  0.81
27 O -1.668 1.674 -2.962  -0.64
28 C -0.174 3.403 -3.565  -0.29
29 C 0.598 4.518 -3.310  0.40
30 O 1.246 4.874 -4.425  -0.40
31 C 0.912 4.005 -5.418  0.28
32 C 0.042 3.080 -4.941  -0.27
33 H -0.408 2.266 -5.469  0.24
34 C 1.516 4.206 -6.759  -0.65
35 H 1.151 3.446 -7.441  0.23
36 H 1.259 5.191 -7.148  0.23
37 H 2.602 4.143 -6.699  0.23
38 C 0.806 5.320 -2.082  -0.67
39 H 1.542 6.096 -2.279  0.23
40 H -0.129 5.779 -1.766  0.24
41 H 1.150 4.685 -1.268  0.24
42 H -1.457 0.504 -1.536  0.44
43 H 0.045 -0.423 1.741  0.27
44 C -1.235 -2.697 3.901  -0.22
45 C -1.004 -1.842 5.145  -0.63
46 H -1.036 -2.443 6.050  0.20
47 H -1.780 -1.082 5.209  0.21
48 H -0.038 -1.352 5.071  0.24
49 H -2.134 -3.311 4.022  0.20
50 H -1.390 -2.039 3.042  0.21
51 H 0.603 -5.473 3.608  0.22
52 H -0.846 -5.201 4.602  0.20

***

(x)
DFT (wB97M-V/def2-TZVPD) results for one molecule with the formula C19H24N2O6S.

The orbital gap comes out at 0.325 Ha. The SMILES is CCc1ccc(N2C[C@H](C(=O)OCC(=O)N[C@H]3CCS(=O)(=O)C3)CC2=O)cc1. Its HOMO energy is -8.5 eV.

Each line ends with the natural charge from an NBO analysis.
Element x y z (Å)
1 C 1.628 5.987 -0.299  -0.64
2 H 0.594 5.963 0.005  0.23
3 H 2.010 6.875 -0.578  0.23
4 H 1.606 5.506 -1.371  0.20
5 C 2.574 5.429 0.391  -0.44
6 C 2.300 3.960 0.874  0.09
7 C 1.068 3.388 0.583  -0.26
8 C 1.013 1.920 0.595  -0.13
9 C 1.970 1.182 1.310  0.09
10 C 3.020 1.759 1.741  -0.24
11 C 3.461 3.001 1.590  -0.20
12 H 4.393 3.566 1.785  0.23
13 H 3.729 1.304 2.145  0.20
14 N 1.697 -0.289 1.696  -0.39
15 C 0.514 -0.765 1.782  0.66
16 O -0.647 -0.182 2.070  -0.69
17 C 0.563 -2.192 2.167  -0.42
18 H -0.120 -2.829 1.819  0.22
19 C 2.133 -2.665 1.497  -0.24
20 C 1.982 -2.906 0.218  0.72
21 O 2.673 -3.717 -0.510  -0.64
22 O 1.166 -2.090 -0.325  -0.53
23 C 0.843 -2.459 -1.808  -0.06
24 C -0.723 -2.613 -1.853  0.62
25 O -0.962 -3.608 -2.893  -0.71
26 N -1.499 -1.813 -1.374  -0.62
27 H -1.166 -0.803 -0.992  0.45
28 C -2.809 -1.846 -1.441  -0.01
29 C -3.384 -0.442 -2.149  -0.78
30 H -4.501 -0.524 -2.430  0.30
31 H -2.693 -0.457 -3.195  0.27
32 S -2.940 0.877 -1.200  2.28
33 O -3.890 1.886 -1.216  -0.95
34 O -1.648 1.215 -1.226  -0.95
35 C -3.353 -0.056 0.427  -0.73
36 C -3.451 -1.716 0.021  -0.40
37 H -4.562 -1.771 -0.306  0.20
38 H -3.213 -2.300 0.888  0.24
39 H -2.418 -0.048 1.105  0.29
40 H -4.073 0.310 1.065  0.23
41 H -3.370 -2.683 -1.800  0.27
42 H 1.364 -3.232 -1.944  0.22
43 H 1.092 -1.419 -2.447  0.22
44 H 2.581 -3.182 2.058  0.19
45 C 2.902 -1.106 1.698  -0.16
46 H 3.362 -1.013 0.847  0.22
47 H 3.133 -1.079 2.670  0.22
48 H 0.536 -2.428 3.209  0.23
49 H 0.109 1.389 0.272  0.24
50 H 0.516 3.848 0.007  0.18
51 H 2.690 5.788 1.510  0.21
52 H 3.704 5.351 0.142  0.23

***

Stability order, top to bottom: (w), (x)

***

(w)
DFT (wB97M-V/def2-TZVPD) results for one molecule with the formula C6H4O4.

The orbital gap comes out at 0.303 Ha. The SMILES is O=C(O)c1ccc(=O)oc1. Its HOMO energy is -9.2 eV.

Each line ends with the natural charge from an NBO analysis.
Element x y z (Å)
1 C -1.877 0.419 0.775  0.76
2 C -0.414 0.266 0.495  -0.35
3 C -0.173 0.890 -0.776  0.35
4 C 1.975 -0.584 -0.865  0.72
5 C 1.714 -1.164 0.390  -0.38
6 C 0.706 -0.471 1.183  -0.02
7 H -3.554 -0.378 1.811  0.54
8 H -0.545 1.899 -1.401  0.27
9 H 2.410 -1.845 0.775  0.25
10 H 0.738 -0.819 2.177  0.23
11 O -2.449 -0.228 1.789  -0.70
12 O -2.761 0.895 -0.087  -0.66
13 O 1.010 0.597 -1.270  -0.50
14 O 2.870 -0.639 -1.754  -0.53

***

(x)
DFT (wB97M-V/def2-TZVPD) results for one molecule with the formula C6H4O4.

The orbital gap comes out at 0.305 Ha. The SMILES is C=C1C(=O)OC=C1C(=O)O. Its HOMO energy is -9.5 eV.

Each line ends with the natural charge from an NBO analysis.
Element x y z (Å)
1 C 1.917 -0.033 0.010  0.76
2 C 0.487 -0.317 -0.019  -0.33
3 C -0.141 -1.477 -0.039  0.29
4 C -1.882 -0.100 0.085  0.75
5 C -0.649 0.665 -0.063  -0.15
6 C -0.713 2.055 -0.344  -0.24
7 H 1.705 1.637 0.643  0.47
8 H 0.374 -2.396 0.033  0.22
9 H 0.160 2.473 -0.421  0.17
10 H -1.569 2.456 -0.416  0.20
11 O 2.360 1.101 0.404  -0.61
12 O 2.699 -0.950 -0.297  -0.59
13 O -1.388 -1.457 0.065  -0.46
14 O -3.018 0.190 0.125  -0.48

***

Stability order, top to bottom: (x), (w)

***

(w)
DFT (wB97M-V/def2-TZVPD) results for a 2-piece molecular cluster, C2HNO2 overall.

The orbital gap comes out at 0.471 Ha. The SMILES is O=C=O.C#N. Its HOMO energy is -12.3 eV.

Each line ends with the natural charge from an NBO analysis.
Element x y z (Å)
1 C -0.254 1.474 -0.436  0.09
2 C 0.244 -1.469 0.379  1.04
3 N -0.236 0.831 -1.404  -0.33
4 O 0.982 -1.971 -0.328  -0.44
5 O -0.508 -0.994 1.388  -0.60
6 H -0.228 2.128 0.401  0.24

***

(x)
DFT (wB97M-V/def2-TZVPD) results for C2HNO2 as an isolated structure.

The orbital gap comes out at 0.393 Ha. Its HOMO energy is -11.3 eV.

Each line ends with the natural charge from an NBO analysis.
Element x y z (Å)
1 C 0.274 -0.591 -0.463  -0.11
2 C -0.610 0.220 0.445  0.74
3 N 1.250 0.200 -0.231  0.00
4 O -1.697 0.547 0.694  -0.46
5 O 0.525 0.934 0.753  -0.39
6 H 0.258 -1.310 -1.199  0.22

***

Stability order, top to bottom: (w), (x)

***

(w)
DFT (wB97M-V/def2-TZVPD) results for C8H4F2O3 as an isolated structure.

The orbital gap comes out at 0.352 Ha. Its HOMO energy is -10.3 eV.

Each line ends with the natural charge from an NBO analysis.
Element x y z (Å)
1 C -0.138 -0.820 1.296  -0.05
2 C -0.221 1.526 1.127  -0.23
3 C -0.097 -1.163 0.038  -0.13
4 C -0.228 1.461 -0.198  0.34
5 C -0.456 -2.055 -1.013  0.74
6 C -0.019 -0.120 -2.320  0.75
7 C 0.381 0.452 1.922  -0.48
8 C 0.390 0.405 -0.935  0.19
9 O -0.701 -3.188 -0.975  -0.47
10 O -0.137 0.524 -3.314  -0.48
11 O -0.451 -1.393 -2.247  -0.48
12 F -0.876 2.370 -1.001  -0.32
13 F 1.795 0.579 -0.863  -0.34
14 H -0.027 -1.631 2.001  0.22
15 H -0.731 2.280 1.700  0.24
16 H 0.118 0.443 2.991  0.24
17 H 1.397 0.329 1.792  0.26

***

(x)
DFT (wB97M-V/def2-TZVPD) results for one molecule with the formula C8H4F2O3.

The orbital gap comes out at 0.334 Ha. The SMILES is O=Cc1cccc2c1OC(F)(F)O2. Its HOMO energy is -9.4 eV.

Each line ends with the natural charge from an NBO analysis.
Element x y z (Å)
1 O 1.206 0.775 -3.197  -0.51
2 F 1.822 -1.367 2.590  -0.31
3 F 1.823 0.701 3.131  -0.30
4 O -0.109 -0.375 2.385  -0.45
5 O 1.646 0.163 0.894  -0.47
6 C 1.389 0.652 -2.000  0.40
7 C -2.055 -0.214 -0.816  -0.22
8 C -1.794 -0.478 0.547  -0.22
9 C -0.997 0.189 -1.661  -0.13
10 C -0.539 -0.299 1.078  0.19
11 C 0.506 0.061 0.203  0.35
12 C 0.290 0.324 -1.149  -0.26
13 C 1.301 -0.182 2.257  1.08
14 H 2.359 0.863 -1.593  0.14
15 H -3.064 -0.355 -1.175  0.23
16 H -2.577 -0.801 1.232  0.23
17 H -1.208 0.344 -2.725  0.25

***

Stability order, top to bottom: (x), (w)

***

(w)
DFT (wB97M-V/def2-TZVPD) results for a 3-piece molecular cluster, C6H12O3 overall.

The orbital gap comes out at 0.355 Ha. The SMILES is C#CC(C)(O)O.C=O.C. Its HOMO energy is -9.7 eV.

Each line ends with the natural charge from an NBO analysis.
Element x y z (Å)
1 C -1.262 -0.703 0.009  0.45
2 C -2.086 -1.614 -0.913  -0.62
3 O -2.101 -0.013 0.923  -0.71
4 O -0.573 0.251 -0.757  -0.79
5 C -0.338 -1.519 0.818  -0.06
6 C 0.474 -2.162 1.420  -0.21
7 H -2.609 0.620 0.401  0.47
8 H 0.360 1.213 0.287  0.31
9 H -2.749 -0.996 -1.519  0.21
10 H -2.679 -2.306 -0.318  0.22
11 H -1.427 -2.178 -1.570  0.22
12 H 1.218 -2.699 1.944  0.23
13 C 2.107 1.247 -1.123  0.33
14 C 1.095 1.732 1.066  -0.98
15 O 1.779 0.096 -1.476  -0.58
16 H 0.478 -0.051 -1.144  0.51
17 H 1.536 2.110 -1.480  0.16
18 H 3.122 1.432 -0.764  0.16
19 H 1.457 2.747 0.935  0.21
20 H 1.869 1.051 1.416  0.22
21 H 0.329 1.742 1.846  0.25

***

(x)
DFT (wB97M-V/def2-TZVPD) results for C6H12O3 as an isolated structure.

The orbital gap comes out at 0.294 Ha. Its HOMO energy is -8.4 eV.

Each line ends with the natural charge from an NBO analysis.
Element x y z (Å)
1 C -0.608 0.448 -0.468  0.41
2 C -0.654 -0.908 -0.940  -0.06
3 C 0.907 -0.019 1.523  -0.11
4 C -1.765 0.948 0.325  -0.70
5 C 0.380 1.388 -1.047  -0.72
6 C 0.227 -1.416 0.424  0.21
7 O 0.062 -1.214 -2.087  -0.71
8 O 2.219 0.076 1.136  -0.74
9 O 1.275 -2.033 0.058  -0.77
10 H 0.798 -1.781 -1.762  0.51
11 H 2.403 -0.780 0.670  0.50
12 H -1.635 -1.385 -0.924  0.19
13 H 0.765 -0.552 2.467  0.16
14 H 0.473 0.972 1.619  0.16
15 H -0.489 -1.817 1.147  0.17
16 H -2.549 1.250 -0.381  0.26
17 H -2.194 0.165 0.955  0.24
18 H 1.371 0.932 -1.088  0.28
19 H 0.440 2.320 -0.485  0.22
20 H 0.084 1.596 -2.081  0.27
21 H -1.510 1.811 0.941  0.23

***

(y)
DFT (wB97M-V/def2-TZVPD) results for a 2-piece molecular cluster, C6H12O3 overall.

The orbital gap comes out at 0.344 Ha. The SMILES is CCC(=O)O.CCC=O. Its HOMO energy is -9.6 eV.

Each line ends with the natural charge from an NBO analysis.
Element x y z (Å)
1 C -1.222 0.516 0.853  -0.57
2 C -2.416 -0.396 0.626  -0.64
3 C -0.729 1.485 -0.428  0.82
4 O -1.128 1.073 -1.581  -0.73
5 O -0.013 2.413 -0.168  -0.62
6 H -1.042 -0.096 -1.642  0.53
7 H -0.423 0.084 1.457  0.21
8 H -1.536 1.372 1.456  0.24
9 H -2.151 -1.392 0.276  0.21
10 H -2.972 -0.523 1.556  0.22
11 H -3.112 0.030 -0.098  0.22
12 C 1.767 -0.389 -0.791  -0.54
13 C 2.429 0.121 0.487  -0.61
14 C 0.543 -1.209 -0.547  0.52
15 O -0.387 -1.327 -1.370  -0.60
16 H 0.587 -1.900 0.307  0.15
17 H 2.456 -1.069 -1.311  0.25
18 H 1.543 0.432 -1.473  0.26
19 H 1.831 0.911 0.933  0.24
20 H 2.572 -0.688 1.205  0.20
21 H 3.403 0.549 0.253  0.23

***

Stability order, top to bottom: (y), (x), (w)

***

(w)
DFT (wB97M-V/def2-TZVPD) results for a 2-piece molecular cluster, C3H2O2 overall.

The orbital gap comes out at 0.344 Ha. Its HOMO energy is -10.4 eV.

Each line ends with the natural charge from an NBO analysis.
Element x y z (Å)
1 C 1.220 -0.017 -0.078  -0.21
2 C 2.048 -0.963 -0.121  0.18
3 C -0.187 0.120 0.039  0.53
4 O 0.612 1.202 -0.022  -0.39
5 O -1.074 -0.323 -0.841  -0.66
6 H -0.703 -0.022 1.627  0.05
7 H -1.917 0.004 -0.605  0.50

***

(x)
DFT (wB97M-V/def2-TZVPD) results for a 2-piece molecular cluster, C3H2O2 overall.

The orbital gap comes out at 0.388 Ha. Its HOMO energy is -10.9 eV.

Each line ends with the natural charge from an NBO analysis.
Element x y z (Å)
1 C 0.439 -0.039 -0.613  0.15
2 C 0.874 -0.499 1.564  1.04
3 C -0.636 0.360 -1.167  -0.78
4 O -0.254 -0.708 1.439  -0.52
5 O 1.958 -0.222 1.799  -0.49
6 H -1.678 0.435 -0.709  0.30
7 H -0.703 0.673 -2.314  0.30

***

Stability order, top to bottom: (x), (w)

***

(w)
DFT (wB97M-V/def2-TZVPD) results for one molecule with the formula C19H19ClN4O3S.

The orbital gap comes out at 0.308 Ha. The SMILES is O=C(NCc1nc2ccccc2[nH]1)c1ccc(Cl)c(S(=O)(=O)N2CCCC2)c1. Its HOMO energy is -8.6 eV.

Each line ends with the natural charge from an NBO analysis.
Element x y z (Å)
1 O 1.472 -2.045 1.298  -0.64
2 C 1.958 -0.952 1.068  0.65
3 N 2.952 -0.774 0.168  -0.59
4 H 3.179 0.154 -0.150  0.40
5 C 3.439 -1.888 -0.631  -0.27
6 C 2.466 -2.254 -1.704  0.36
7 N 2.606 -1.997 -2.972  -0.46
8 C 1.467 -2.478 -3.571  0.06
9 C 1.082 -2.480 -4.907  -0.20
10 C -0.140 -3.036 -5.219  -0.23
11 C -0.973 -3.580 -4.238  -0.21
12 C -0.612 -3.591 -2.906  -0.26
13 C 0.617 -3.036 -2.584  0.17
14 N 1.290 -2.880 -1.402  -0.56
15 H 0.989 -3.109 -0.465  0.45
16 H -1.253 -4.013 -2.147  0.22
17 H -1.921 -4.004 -4.532  0.21
18 H -0.468 -3.054 -6.247  0.21
19 H 1.726 -2.060 -5.662  0.22
20 H 4.390 -1.611 -1.083  0.24
21 H 3.575 -2.740 0.042  0.23
22 C 1.490 0.284 1.763  -0.08
23 C 0.186 0.296 2.248  -0.16
24 C -0.331 1.412 2.877  -0.37
25 C 0.473 2.526 3.067  -0.01
26 C 1.794 2.511 2.624  -0.23
27 C 2.294 1.403 1.967  -0.17
28 H 3.326 1.406 1.649  0.22
29 H 2.416 3.374 2.801  0.24
30 Cl -0.119 3.924 3.863  0.06
31 S -2.066 1.303 3.411  2.33
32 O -2.355 -0.090 3.537  -0.93
33 O -2.273 2.160 4.535  -0.92
34 N -3.006 1.874 2.167  -0.65
35 C -2.929 1.148 0.919  -0.24
36 H -2.617 0.126 1.121  0.23
37 C -1.957 1.941 0.026  -0.43
38 H -2.293 1.942 -1.009  0.22
39 H -0.960 1.501 0.057  0.21
40 C -1.947 3.359 0.629  -0.43
41 H -0.944 3.637 0.951  0.21
42 H -2.289 4.105 -0.086  0.22
43 C -2.904 3.277 1.833  -0.24
44 H -2.568 3.830 2.707  0.24
45 H -3.901 3.632 1.558  0.20
46 H -3.930 1.129 0.477  0.21
47 H -0.432 -0.583 2.152  0.27

***

(x)
DFT (wB97M-V/def2-TZVPD) results for one molecule with the formula C19H19ClN4O3S.

The orbital gap comes out at 0.294 Ha. The SMILES is O=C(CCn1c(=O)[nH]c2ccsc2c1=O)N1CCN(c2cccc(Cl)c2)CC1. Its HOMO energy is -7.7 eV.

Each line ends with the natural charge from an NBO analysis.
Element x y z (Å)
1 O 1.961 0.758 -1.661  -0.66
2 C 1.371 1.442 -0.841  0.70
3 N 0.018 1.432 -0.775  -0.44
4 C -0.820 2.086 0.205  -0.23
5 H -0.303 2.910 0.688  0.22
6 H -1.692 2.490 -0.324  0.20
7 C -1.279 1.031 1.227  -0.24
8 N -2.014 -0.027 0.568  -0.45
9 C -3.383 0.056 0.396  0.28
10 C -4.089 -1.051 -0.097  -0.32
11 C -5.461 -1.006 -0.229  0.01
12 C -6.195 0.112 0.128  -0.29
13 C -5.505 1.199 0.634  -0.17
14 C -4.131 1.182 0.765  -0.31
15 H -3.645 2.064 1.150  0.21
16 H -6.051 2.085 0.923  0.22
17 H -7.266 0.128 0.017  0.23
18 Cl -6.283 -2.401 -0.847  0.00
19 H -3.574 -1.961 -0.357  0.22
20 C -1.183 -0.663 -0.432  -0.21
21 H -1.722 -1.455 -0.945  0.21
22 C -0.698 0.373 -1.461  -0.25
23 H -0.018 -0.086 -2.180  0.25
24 H -1.556 0.802 -1.989  0.20
25 H -0.315 -1.098 0.075  0.21
26 H -1.879 1.474 2.019  0.21
27 H -0.388 0.581 1.680  0.24
28 C 2.109 2.342 0.141  -0.52
29 C 3.541 1.846 0.395  -0.21
30 N 3.661 0.394 0.314  -0.45
31 C 4.632 -0.078 -0.557  0.81
32 O 5.474 0.631 -1.055  -0.62
33 N 4.621 -1.432 -0.799  -0.58
34 C 3.681 -2.273 -0.281  0.20
35 C 2.752 -1.769 0.605  -0.39
36 C 2.699 -0.375 0.960  0.68
37 O 1.898 0.114 1.734  -0.63
38 S 1.659 -2.995 1.145  0.49
39 C 2.469 -4.162 0.183  -0.35
40 C 3.518 -3.656 -0.520  -0.30
41 H 4.143 -4.233 -1.177  0.23
42 H 2.118 -5.175 0.188  0.24
43 H 5.300 -1.766 -1.469  0.43
44 H 3.864 2.175 1.387  0.21
45 H 4.230 2.239 -0.355  0.26
46 H 1.578 2.358 1.089  0.24
47 H 2.155 3.355 -0.265  0.24

***

Stability order, top to bottom: (x), (w)